# 1
15
Properties=species:S:1:pos:R:3:forces:R:3:mulliken_charge:R:1 method="wB97M-V/def2-TZVPD" charge=0 homo_lumo_gap_ev=9.3 energy_ha=-304.667117 e_lumo_ev=0.481
C 1.464 -1.625 -0.545 0.1 0.0 -0.1 -0.95
C 0.591 -0.536 -1.088 0.0 -0.3 0.1 -0.26
C -0.795 -0.739 -0.601 0.0 -0.1 -0.1 -0.46
N -0.415 0.090 0.581 -0.2 0.1 -0.2 -0.32
C -0.919 1.459 0.467 0.0 0.2 0.0 -0.21
C -0.253 2.307 1.466 0.5 0.7 0.7 0.12
N 0.293 2.976 2.236 -0.6 -0.7 -0.8 -0.38
H 1.079 -2.257 0.274 -0.1 0.2 -0.2 0.33
H 2.495 -1.321 -0.331 -0.2 0.0 -0.1 0.33
H 1.513 -2.261 -1.445 0.1 -0.1 0.0 0.36
H 0.605 0.166 0.626 0.0 -0.1 0.4 0.27
H -1.570 -0.240 -1.193 0.1 0.0 0.2 0.28
H -1.142 -1.737 -0.298 0.2 0.2 0.0 0.27
H -0.732 1.878 -0.531 -0.1 0.0 0.1 0.30
H -1.997 1.468 0.664 0.2 0.0 -0.1 0.33

***

# 2
15
Properties=species:S:1:pos:R:3:forces:R:3:mulliken_charge:R:1 method="wB97M-V/def2-TZVPD" charge=0 homo_lumo_gap_ev=8.2 energy_ha=-304.732161 e_lumo_ev=0.435
C -0.855 -1.842 0.744 0.0 -0.1 0.1 -1.21
C -0.612 -0.797 -0.340 -0.1 -0.1 0.0 0.51
C -1.008 0.590 0.061 0.5 0.0 -0.2 -1.02
C 0.156 1.333 -0.139 -0.2 -0.1 0.0 0.66
N 0.298 2.738 0.025 0.0 0.0 0.2 -0.63
C 1.203 0.521 -0.605 0.0 -0.2 0.0 -0.57
N 0.818 -0.742 -0.714 0.1 0.3 0.0 -0.10
H -0.301 -1.576 1.650 -0.1 0.0 -0.1 0.32
H -1.918 -1.859 0.987 0.1 0.0 0.0 0.33
H -0.549 -2.844 0.423 0.0 0.1 0.0 0.34
H -1.171 -1.061 -1.250 0.0 0.1 0.1 0.24
H 1.037 2.981 0.678 -0.1 0.0 -0.1 0.26
H -0.577 3.087 0.402 0.1 0.0 -0.1 0.29
H 2.223 0.805 -0.857 -0.1 0.0 0.0 0.38
H 1.400 -1.504 -1.027 -0.1 0.1 0.0 0.19

***

# 3
15
Properties=species:S:1:pos:R:3:forces:R:3:mulliken_charge:R:1 method="wB97M-V/def2-TZVPD" charge=0 homo_lumo_gap_ev=7.9 energy_ha=-304.687806 e_lumo_ev=0.460
C 0.307 -0.524 1.801 -0.1 -0.1 0.1 -0.79
N 0.068 0.262 0.604 -0.1 0.3 -0.1 0.26
C -0.039 1.605 0.525 0.0 0.0 0.3 0.05
C 0.213 2.160 -0.749 0.2 -0.3 0.2 -0.87
C 0.512 0.986 -1.404 0.1 0.1 -0.2 -0.19
N 0.426 -0.195 -0.650 -0.1 0.3 -0.1 -0.12
C -0.566 -1.115 -1.249 -0.1 -0.3 0.0 -0.89
H 1.379 -0.683 1.968 -0.2 0.0 -0.1 0.32
H -0.198 -1.492 1.749 0.0 0.1 -0.1 0.27
H -0.097 0.039 2.647 0.0 -0.1 -0.2 0.30
H -0.307 2.113 1.450 0.2 0.0 -0.1 0.33
H 0.780 0.803 -2.444 -0.2 0.2 0.1 0.38
H -0.578 -0.955 -2.330 0.2 -0.2 0.2 0.36
H -1.558 -0.843 -0.872 0.1 -0.1 -0.1 0.31
H -0.341 -2.161 -1.047 0.0 0.0 0.1 0.28

***

# 4
15
Properties=species:S:1:pos:R:3:forces:R:3:mulliken_charge:R:1 method="wB97M-V/def2-TZVPD" charge=0 homo_lumo_gap_ev=9.0 energy_ha=-304.764842 e_lumo_ev=0.902
C -1.169 -0.288 1.411 -0.9 0.6 0.9 -1.31
C -0.383 0.185 0.260 1.1 -0.4 0.2 0.57
C -0.391 1.460 -0.216 0.5 -0.2 -0.2 -0.31
C 0.575 1.586 -1.256 0.4 1.6 -1.0 -0.55
C 1.197 0.355 -1.367 -0.5 -1.7 0.2 -0.39
N 0.632 -0.486 -0.396 -0.3 0.3 -1.3 0.30
N 0.935 -1.909 -0.416 2.1 2.8 2.0 -0.82
H -0.684 -0.575 2.333 0.9 -0.3 0.0 0.33
H -1.904 -1.045 1.222 -0.3 -0.7 -0.5 0.33
H -1.765 0.564 1.754 0.0 0.0 -0.2 0.31
H -0.952 2.205 0.294 -0.4 0.7 -0.2 0.36
H 0.741 2.590 -1.824 -0.1 -2.4 1.0 0.27
H 1.801 -0.291 -2.045 -0.2 1.6 0.3 0.36
H 0.083 -2.341 -0.311 -2.8 -1.4 -0.4 0.27
H 1.284 -2.010 0.558 0.4 -0.4 -0.9 0.27

***

# 5
15
Properties=species:S:1:pos:R:3:forces:R:3:mulliken_charge:R:1 method="wB97M-V/def2-TZVPD" charge=0 homo_lumo_gap_ev=8.3 energy_ha=-304.820484 e_lumo_ev=0.936
C -1.306 -1.222 0.521 -0.1 -0.1 0.0 -0.99
N -0.128 -0.561 0.009 0.1 0.2 0.0 0.11
C 1.155 -1.052 0.158 0.1 0.0 0.0 -0.40
C 2.036 -0.049 -0.127 0.0 0.0 0.0 -0.59
C 1.271 1.119 -0.433 -0.1 0.0 -0.1 -0.56
C -0.055 0.765 -0.341 0.1 -0.1 0.0 0.43
N -1.230 1.477 -0.642 0.0 0.1 0.2 -0.56
H -2.202 -0.836 0.027 0.1 -0.1 0.0 0.37
H -1.239 -2.294 0.322 0.0 0.2 0.0 0.32
H -1.400 -1.075 1.606 0.0 0.0 -0.2 0.31
H 1.307 -2.086 0.437 0.0 0.2 0.0 0.34
H 3.115 -0.132 -0.123 -0.2 0.0 0.0 0.38
H 1.653 2.095 -0.703 -0.1 -0.2 0.0 0.35
H -1.943 1.393 0.073 0.1 0.1 0.0 0.22
H -1.033 2.460 -0.785 0.0 -0.1 0.0 0.26

***

# 6
15
Properties=species:S:1:pos:R:3:forces:R:3:mulliken_charge:R:1 method="wB97M-V/def2-TZVPD" charge=0 homo_lumo_gap_ev=9.4 energy_ha=-304.822600 e_lumo_ev=0.908
C -0.611 0.777 2.338 0.0 0.1 0.1 -1.08
C 0.109 0.487 1.062 -0.3 -0.1 0.1 0.62
C 0.127 -0.692 0.381 0.0 0.1 0.0 -0.54
N 0.580 -0.400 -0.892 -0.1 0.2 0.1 0.08
C 0.061 -1.109 -2.046 0.0 -0.1 -0.2 -0.87
C 0.831 0.942 -0.892 0.0 0.0 -0.1 -0.10
N 0.586 1.506 0.260 0.0 -0.2 -0.1 -0.65
H -0.236 1.696 2.799 0.0 -0.3 0.0 0.32
H -1.669 0.934 2.076 0.3 0.0 0.3 0.22
H -0.561 -0.058 3.048 0.0 0.2 -0.1 0.33
H -0.157 -1.697 0.662 -0.1 0.2 -0.1 0.37
H -1.035 -1.043 -2.035 0.2 -0.1 -0.1 0.33
H 0.434 -0.636 -2.956 0.0 -0.1 0.1 0.33
H 0.349 -2.162 -2.027 0.1 0.1 0.0 0.27
H 1.193 1.454 -1.776 -0.1 -0.1 0.1 0.39

***

# 7
15
Properties=species:S:1:pos:R:3:forces:R:3:mulliken_charge:R:1 method="wB97M-V/def2-TZVPD" charge=0 homo_lumo_gap_ev=10.8 energy_ha=-304.786633 e_lumo_ev=0.863
C -0.421 -1.472 -0.010 -0.1 0.0 -0.1 -1.32
C 0.232 -0.113 0.108 0.0 -0.1 0.1 1.52
C 1.247 0.021 1.224 0.0 0.0 0.1 -1.39
N 0.689 0.604 -1.077 0.1 -0.1 -0.2 -0.70
C -0.427 1.168 -0.296 -0.1 0.2 0.0 -0.32
C -1.674 1.319 -1.016 -0.7 0.1 -0.5 -0.05
N -2.578 1.566 -1.695 0.7 -0.4 0.7 -0.47
H -0.773 -1.813 0.970 0.0 0.1 -0.2 0.35
H 0.319 -2.202 -0.360 -0.1 0.1 0.0 0.32
H -1.270 -1.483 -0.700 0.1 0.1 0.0 0.35
H 2.085 -0.658 1.033 -0.1 0.0 0.1 0.31
H 1.647 1.039 1.236 0.0 -0.2 0.0 0.37
H 0.820 -0.206 2.206 0.0 0.0 -0.1 0.35
H 0.297 0.180 -1.917 0.1 0.0 0.1 0.32
H -0.192 2.051 0.295 0.1 -0.1 -0.2 0.35

***

# 8
15
Properties=species:S:1:pos:R:3:forces:R:3:mulliken_charge:R:1 method="wB97M-V/def2-TZVPD" charge=0 homo_lumo_gap_ev=10.7 energy_ha=-304.769037 e_lumo_ev=0.916
C 0.968 1.431 1.000 0.1 0.0 0.0 -1.34
C 0.633 0.072 0.418 0.1 0.2 0.0 0.32
C -0.076 -0.983 1.193 0.0 -0.2 0.0 -0.51
N -0.767 -0.198 0.167 -0.1 0.1 -0.2 -0.35
C -1.087 -0.785 -1.130 -0.1 -0.2 0.0 -0.39
C -0.861 0.184 -2.217 0.5 1.1 -1.4 0.26
N -0.525 0.840 -3.118 -0.7 -1.0 1.6 -0.43
H 0.300 1.759 1.811 0.0 -0.5 -0.3 0.32
H 0.910 2.215 0.238 0.1 -0.2 0.0 0.29
H 1.982 1.401 1.401 0.0 0.1 0.0 0.35
H 1.313 -0.329 -0.357 -0.2 0.4 0.5 0.38
H 0.175 -2.014 0.957 0.0 0.0 0.0 0.27
H -0.369 -0.822 2.238 0.0 0.1 -0.6 0.24
H -0.474 -1.632 -1.494 0.1 -0.1 0.7 0.23
H -2.121 -1.140 -1.108 0.1 0.2 -0.2 0.37

***

It is found that the ΔE to the lowest compared entry with this formula, charge and spin values, taken in the order of the records, are 105.7, 64.8, 92.7, 44.3, 9.4, 8.1, 30.7, 41.7 kcal/mol.